2 unconnected molecules or ions with the total composition C2H4ClFN2 in a non-equilibrium geometry. Source: OMol25; level of theory: the ωB97M-V functional and the def2-TZVPD basis.

Structure (XYZ):
```
10
Properties=species:S:1:pos:R:3:nbo_charge:R:1
C -0.27 -0.20 0.39 -0.1759
C -1.42 0.42 -0.31 0.1491
H 1.95 -1.26 1.02 0.2561
H 2.75 0.34 -0.36 0.3794
H -0.15 -0.79 1.33 0.2208
H -0.82 0.55 -1.44 0.2363
N 1.86 -0.37 -0.20 -0.4814
N 0.82 0.30 -0.42 -0.1452
F -1.84 1.68 0.17 -0.3623
Cl -2.90 -0.66 -0.17 -0.0768
```

ΔE to the lowest compared entry with this formula, charge and spin in eV: 5.762
2S+1: 1
Charge: 0
Calculated total energy in eV: -20353.11038
E_HOMO in hartree: -0.325
HOMO-LUMO gap in eV: 8.2930

A gas-phase ion, C6H14N3O2 (charge +1) in a non-equilibrium geometry. Source: OMol25; level of theory: the ωB97M-V functional and the def2-TZVPD basis.

Structure (XYZ):
```
25
Properties=species:S:1:pos:R:3:nbo_charge:R:1
C 1.68 -0.60 3.40 0.0314
C -0.47 -0.27 2.48 0.7616
C -1.27 0.48 -1.35 -0.6339
C 1.11 1.47 -1.27 -0.6292
C 0.84 -0.89 -1.80 -0.6098
C 0.21 0.26 -1.00 0.0320
N -2.71 0.46 2.22 -0.5428
N -0.53 -0.15 1.18 -0.3259
N 0.44 0.02 0.41 -0.1084
O 0.40 -0.44 3.40 -0.3570
O -1.77 -0.26 3.00 -0.3396
H 2.29 -0.85 2.51 0.2099
H 1.93 -0.82 4.42 0.1953
H -1.86 -0.50 -1.27 0.2288
H -1.70 1.14 -0.53 0.1977
H -1.30 0.87 -2.37 0.2598
H 1.00 1.69 -2.43 0.2285
H 2.26 1.57 -1.21 0.2688
H 0.56 2.32 -0.75 0.2107
H 0.72 -0.83 -2.86 0.2387
H 1.93 -1.19 -1.63 0.2460
H 0.17 -1.83 -1.52 0.2035
H -3.64 0.01 2.11 0.4181
H -2.74 1.43 2.54 0.3936
H -1.55 0.17 1.09 0.4221
```

ΔE to the lowest compared entry with this formula, charge and spin in eV: 7.322
2S+1: 1
Charge: +1
Calculated total energy in eV: -15000.19469
E_HOMO (spin up / spin down) in hartree: -0.464 / -0.463
HOMO-LUMO gap (spin up / spin down) in eV: 8.2531 / 7.6453

A molecular structure, C9H11MgNO4 in a non-equilibrium geometry. Source: OMol25; level of theory: the ωB97M-V functional and the def2-TZVPD basis.

Structure (XYZ):
```
26
Properties=species:S:1:pos:R:3:nbo_charge:R:1
O -4.62 -4.09 -1.37 -0.4355
C -4.50 -2.92 -1.36 0.4445
Mg -2.68 0.72 -0.79 1.6742
C -4.47 0.87 0.44 0.3669
C -3.34 0.85 -2.85 0.3666
O -5.23 1.32 1.19 -0.2637
O -3.51 1.31 -3.91 -0.2604
O -1.36 -0.65 -0.16 -0.8757
C -0.18 -0.28 0.33 0.7527
C 0.75 -1.26 0.76 -0.5496
C 2.08 -1.26 -0.01 -0.3679
C 2.99 -0.12 0.41 -0.4306
C 2.51 1.22 0.16 -0.4004
C 1.23 1.60 0.97 -0.2559
N 0.05 1.01 0.42 -0.5340
H 0.95 -1.12 1.82 0.2699
H 0.31 -2.24 0.71 0.2788
H 2.58 -2.24 0.13 0.2594
H 1.86 -1.17 -1.06 0.2079
H 3.24 -0.25 1.44 0.2154
H 3.95 -0.28 -0.05 0.2508
H 3.27 1.97 0.37 0.2541
H 2.29 1.37 -0.89 0.2064
H 1.40 1.26 2.00 0.2261
H 1.14 2.72 0.99 0.2482
H -0.71 1.63 0.32 0.3518
```

2S+1: 1
Charge: +2
Calculated total energy in eV: -24619.54238
E_HOMO in hartree: -0.633
HOMO-LUMO gap in eV: 7.3883

A single CH3Cl2OP molecule in a non-equilibrium geometry. Source: OMol25; level of theory: the ωB97M-V functional and the def2-TZVPD basis.

Structure (XYZ):
```
8
Properties=species:S:1:pos:R:3:nbo_charge:R:1
C -0.24 -0.20 0.06 -1.0057
O -1.56 -2.59 -0.05 -0.9784
P -1.84 -0.94 -0.15 1.6398
Cl -2.66 -0.25 -1.85 -0.2094
Cl -2.96 -0.12 1.35 -0.2400
H 0.12 -0.23 1.08 0.2764
H 0.23 -0.86 -0.62 0.2648
H -0.25 0.86 -0.32 0.2525
```

ΔE to the lowest compared entry with this formula, charge and spin in eV: 1.006
2S+1: 1
Charge: 0
Calculated total energy in eV: -37468.04303
E_HOMO in hartree: -0.382
HOMO-LUMO gap in eV: 10.5036
SMILES: CP(=O)(Cl)Cl

A molecular structure, C29H21ClF2N3OZn in a non-equilibrium geometry. Source: OMol25; level of theory: the ωB97M-V functional and the def2-TZVPD basis.

Structure (XYZ):
```
58
Properties=species:S:1:pos:R:3:nbo_charge:R:1
Zn -0.25 -1.06 -0.30 1.4777
Cl -0.74 5.46 0.21 -0.0218
C -1.30 3.83 0.43 -0.0401
C -2.46 3.44 -0.33 -0.3088
C -2.88 2.15 -0.43 -0.1596
C -1.93 1.14 0.11 0.2267
O -2.26 -0.05 0.91 -0.5525
C -1.47 1.79 1.43 -0.2960
C -0.38 -0.48 2.52 0.2762
N -0.11 -1.46 1.62 -0.8419
C 0.49 -2.64 1.89 0.1822
C 1.20 -2.97 3.05 -0.3053
C 1.79 -4.21 3.19 -0.1705
C 1.69 -5.17 2.20 -0.2759
C 1.00 -4.89 1.01 -0.0851
C 0.84 -5.82 -0.04 -0.1368
C 0.12 -5.45 -1.16 -0.2729
C -0.40 -4.17 -1.25 0.0480
N -0.27 -3.26 -0.28 -0.5407
C 0.40 -3.61 0.85 0.1895
C -0.66 3.02 1.31 -0.2258
H -2.98 4.22 -0.86 0.2205
H -3.68 1.88 -1.10 0.2254
H -0.58 -0.82 3.55 0.1661
H 1.30 -2.23 3.84 0.2169
H 2.34 -4.43 4.10 0.2053
H 2.16 -6.14 2.33 0.1996
H 1.26 -6.82 0.05 0.2102
H -0.06 -6.16 -1.96 0.2172
H -0.97 -3.85 -2.12 0.2089
H 0.21 3.28 1.88 0.2380
N 1.77 0.23 -0.08 -0.9024
C 1.84 1.64 -0.40 0.0824
C 2.92 2.37 0.11 -0.2247
C 3.11 3.70 -0.21 -0.2852
C 2.18 4.32 -1.03 -0.2154
C 1.11 3.62 -1.52 -0.2131
C 0.88 2.26 -1.22 -0.0169
C -0.25 1.60 -1.85 -0.1919
C -0.40 1.82 -3.22 -0.1439
C -1.33 1.18 -4.00 -0.4645
C -2.20 0.25 -3.38 -0.2293
C -2.13 0.02 -2.05 -0.3082
C -1.14 0.66 -1.17 -0.5286
H 2.61 -0.22 -0.46 0.3696
H 1.83 0.14 0.93 0.3967
H 3.63 1.86 0.74 0.1915
H 3.96 4.24 0.17 0.1944
H 2.29 5.37 -1.27 0.1978
H 0.38 4.12 -2.13 0.2140
H 0.30 2.50 -3.70 0.1875
H -1.39 1.37 -5.06 0.1831
H -2.93 -0.27 -3.99 0.1839
H -2.82 -0.66 -1.57 0.1853
F 0.74 0.45 2.72 -0.4365
C -1.56 0.39 2.04 0.6452
F -2.45 0.41 3.11 -0.3822
H -2.44 2.17 1.82 0.2365
```

ΔE to the lowest compared entry with this formula, charge and spin in eV: 4.043
2S+1: 1
Charge: -1
Calculated total energy in eV: -103304.84087
E_HOMO (spin up / spin down) in hartree: -0.037 / -0.037
HOMO-LUMO gap (spin up / spin down) in eV: 2.8892 / 2.8862

A single C4H9N2P molecule in a non-equilibrium geometry. Source: OMol25; level of theory: the ωB97M-V functional and the def2-TZVPD basis.

Structure (XYZ):
```
16
Properties=species:S:1:pos:R:3:nbo_charge:R:1
C 1.07 -0.99 0.87 -0.5905
C -1.02 1.25 0.86 -1.1401
C 1.27 0.84 -1.23 -0.9271
C -1.31 -0.86 -1.02 -0.9881
N 1.02 -0.49 2.03 0.0508
N 0.80 0.21 2.90 -0.0296
P -0.09 0.12 -0.08 1.4394
H 1.51 -1.92 0.53 0.2586
H -2.01 1.00 0.79 0.2084
H -0.59 1.45 1.85 0.2285
H 2.17 0.19 -1.18 0.2320
H 0.77 0.72 -2.22 0.2308
H 1.40 1.87 -0.85 0.2576
H -2.26 -0.30 -0.76 0.2638
H -1.29 -1.29 -2.03 0.2567
H -1.44 -1.79 -0.46 0.2487
```

ΔE to the lowest compared entry with this formula, charge and spin in eV: 4.353
2S+1: 1
Charge: 0
Calculated total energy in eV: -16558.53280
E_HOMO in hartree: -0.275
HOMO-LUMO gap in eV: 8.1498